The following is a quantum chemistry calculation of a molecular structure, C25H16BrF12N2O2SbSe4Tc at a distorted geometry, from the Open Molecules 2025 dataset.

CARTESIAN COORDINATES (ANGSTROEM)
Tc  1.14482  -0.34584  -0.76980
C  -5.69508  -0.84145  -2.04057
C  -4.32012  -0.64965  -1.43310
C  -4.02765  -1.08909  -0.14272
C  -2.71813  -0.97511  0.28187
C  -1.71340  -0.33162  -0.43872
N  -0.46521  -0.05095  0.15856
C  -0.47591  -0.00184  1.59056
C  -1.34221  0.90705  2.17555
C  -1.47116  1.00258  3.55498
C  -0.75358  0.19731  4.41057
C  -0.84418  0.39349  5.92348
C  0.28023  -0.57042  3.82320
C  0.41510  -0.65997  2.42845
C  1.28318  -1.78705  1.88092
O  1.31585  -1.88895  0.48578
C  2.76261  -1.61327  2.24882
F  3.00720  -1.24630  3.52399
F  3.48348  -2.67221  1.91491
F  3.19262  -0.56473  1.44448
C  0.65114  -3.13234  2.34492
F  -0.71434  -3.12834  2.16180
F  1.06631  -4.17037  1.64897
F  0.79604  -3.34128  3.67316
C  -2.02062  0.08553  -1.74543
C  -3.37410  0.08898  -2.14994
C  -0.95157  0.56728  -2.70620
O  0.31726  0.15578  -2.41400
C  -1.23916  0.06571  -4.16733
F  -0.21046  0.31893  -4.94722
F  -1.45709  -1.27646  -4.08153
F  -2.35517  0.46482  -4.81374
C  -0.84474  2.11821  -2.67208
F  0.10854  2.56862  -3.53696
F  -1.97878  2.78914  -3.00008
F  -0.54577  2.52612  -1.41806
H  -6.47268  -0.70171  -1.26999
H  -5.85089  -1.87741  -2.45983
H  -5.84046  -0.06251  -2.81248
H  -4.82322  -1.46075  0.53982
H  -2.49247  -1.26507  1.28939
H  -2.03196  1.48120  1.59060
H  -2.16835  1.72637  3.99855
H  -1.64341  1.12195  6.12999
H  0.14764  0.77294  6.30951
H  -1.03436  -0.52375  6.47018
H  1.01791  -1.10496  4.41490
H  -3.63536  0.55818  -3.06232
Se  5.30940  -4.88987  -3.14834
Sb  5.81300  -2.41040  -3.26274
Se  3.35863  -1.46128  -1.83843
Se  3.10450  -1.54081  -4.30820
Se  4.48616  -2.96162  -5.66947
Br  4.27430  3.68885  -3.09663
C  3.44262  3.00135  -1.60408
C  3.58386  3.73213  -0.44637
C  2.84775  3.29477  0.66770
C  2.12417  2.15816  0.62069
N  2.05761  1.36452  -0.55021
C  2.71941  1.83850  -1.66374
H  4.31002  4.53474  -0.42293
H  2.84686  3.99803  1.51497
H  1.51232  1.78129  1.44626
H  2.73106  1.29484  -2.57432

Values from the calculation:
LUMO energy (spin up / spin down) in Eh: -0.2226 / -0.2271
Orbital gap (spin up / spin down) in eV: 3.239 / 3.100
HOMO (spin up / spin down) in eV: -9.30 / -9.28
Net charge: +1